Formula: C16H6BiCl8F9N2O2Si
Source: the OMol25 dataset
Level of theory: ωB97M-V/def2-TZVPD

Atoms and positions in Å:
Bi (0.66, 0.94, -1.15)
Cl (1.27, 2.31, 2.54)
C (2.08, 3.11, 1.23)
C (1.92, 2.66, -0.08)
C (2.63, 3.36, -1.04)
Cl (2.52, 2.80, -2.70)
C (3.47, 4.43, -0.77)
Cl (4.32, 5.23, -2.03)
C (3.60, 4.85, 0.55)
Cl (4.62, 6.18, 0.93)
C (2.91, 4.18, 1.56)
Cl (3.09, 4.69, 3.19)
F (-2.37, -2.95, -0.56)
C (-2.37, -2.07, -1.57)
F (-2.77, -0.89, -1.06)
F (-3.30, -2.46, -2.46)
C (-0.94, -1.93, -2.18)
O (-0.13, -1.29, -1.32)
C (-1.05, -1.17, -3.54)
F (0.15, -0.68, -3.90)
F (-1.86, -0.10, -3.42)
F (-1.51, -1.91, -4.55)
C (-0.36, -3.36, -2.45)
F (-1.25, -4.18, -3.04)
F (0.03, -3.93, -1.31)
F (0.71, -3.27, -3.25)
Cl (2.78, -2.36, -0.19)
Si (2.90, -0.55, -1.14)
Cl (4.47, 0.46, -0.29)
Cl (3.35, -0.90, -3.10)
N (-4.11, -1.65, 3.50)
C (-2.81, -1.47, 3.85)
O (-2.35, -1.76, 4.93)
C (-1.95, -0.84, 2.79)
C (-0.66, -1.31, 2.60)
C (0.12, -0.74, 1.61)
N (-0.33, 0.26, 0.85)
C (-1.55, 0.75, 1.06)
C (-2.40, 0.22, 2.01)
H (-4.70, -2.13, 4.16)
H (-4.40, -1.57, 2.55)
H (-0.27, -2.10, 3.21)
H (1.11, -1.10, 1.41)
H (-1.87, 1.57, 0.42)
H (-3.39, 0.64, 2.14)

Values from the calculation:
- E_HOMO (eV) = -9.369
- frontier orbital gap (eV) = 8.51
- net charge = 0
- relative energy (zero: lowest compared OMol25 entry of this formula, charge and spin) (kJ/mol) = 83.6
- molar mass (Da) = 949.91
- E_tot (eV) = -162124.912